--- a ---
Computed, not measured: an isolated molecule of C10H9NO, with ωB97M-V with the def2-TZVPD basis set.

## Properties
HOMO level ... -8.16 eV
SMILES ... ONc1cccc2ccccc12
Molar mass ... 159.19 g mol⁻¹

```
! RIJCOSX wB97M-V def2-TZVPD def2/J DEFGRID3
* xyz 0 1
C -1.383 0.057 -0.206
C -1.829 1.349 -0.083
C -0.912 2.402 0.043
C 0.432 2.164 0.147
C 0.923 0.835 0.093
C 2.297 0.530 0.134
C 2.721 -0.769 0.093
C 1.811 -1.823 -0.102
C 0.494 -1.562 -0.255
C 0.010 -0.244 -0.129
H -2.343 -2.719 0.495
H -3.185 -0.616 -0.603
H -2.891 1.556 -0.181
H -1.332 3.418 0.081
H 1.117 3.000 0.302
H 3.011 1.347 0.263
H 3.792 -0.946 0.212
H 2.199 -2.810 -0.231
H -0.240 -2.368 -0.382
N -2.267 -1.021 -0.460
O -2.425 -1.780 0.768
*
```

Here are the Mulliken charges for atoms 1 to 6, given in e: 0.39, -0.80, -0.52, -0.89, 0.74, -0.75

--- b ---
Computed, not measured: an isolated molecule of C10H9NO, with ωB97M-V with the def2-TZVPD basis set.

## Properties
HOMO level ... -8.31 eV
SMILES ... Cc1ccnc2c(O)cccc12
Molar mass ... 159.19 g mol⁻¹

```
! RIJCOSX wB97M-V def2-TZVPD def2/J DEFGRID3
* xyz 0 1
C 2.635 1.021 -0.053
C 1.532 0.008 0.041
C 1.813 -1.340 0.093
C 0.798 -2.336 0.046
C -0.822 -0.718 0.035
C -2.221 -0.455 0.055
C -2.657 0.808 0.060
C -1.749 1.893 0.043
C -0.404 1.642 0.037
C 0.121 0.329 0.027
H 2.254 1.866 -0.791
H 2.763 1.427 0.999
H 3.610 0.512 -0.453
H 2.824 -1.654 0.072
H 1.143 -3.408 0.031
H -2.484 -2.342 -0.168
H -3.744 0.982 0.030
H -2.155 2.920 0.082
H 0.324 2.469 -0.130
N -0.504 -2.095 0.005
O -3.076 -1.529 -0.058
*
```

Here are the Mulliken charges for atoms 1 to 6, given in e: -1.15, 0.76, -0.60, -0.41, 0.85, 0.04

--- c ---
Computed, not measured: C10H9NO as an isolated structure, with ωB97M-V with the def2-TZVPD basis set.

## Properties
HOMO level ... -8.21 eV
Molar mass ... 159.19 g mol⁻¹

```
! RIJCOSX wB97M-V def2-TZVPD def2/J DEFGRID3
* xyz 0 1
C 3.302 0.941 -0.350
C 1.604 0.849 -0.232
C 1.095 1.528 0.983
C -0.131 1.273 1.485
C -1.065 0.462 0.714
C -2.411 -0.008 0.905
C -3.023 -0.926 0.108
C -2.267 -1.717 -0.911
C -1.007 -1.214 -1.246
C -0.465 -0.004 -0.535
H 3.528 0.436 0.881
H 4.093 0.112 -0.819
H 3.744 1.877 -0.407
H 1.888 1.922 1.605
H -0.613 1.691 2.244
H -3.035 0.129 1.842
H -4.018 -1.116 -0.064
H -2.784 -2.551 -1.296
H 0.856 -1.709 -1.962
N 0.882 -0.053 -0.862
O -0.173 -1.924 -2.083
*
```

Here are the Mulliken charges for atoms 1 to 6, given in e: -1.07, 0.54, -0.59, -0.80, 0.79, -0.71

In order of decreasing stability: b, a, c.